Entry 1:
Computed, not measured: a structure of composition C13H26I2NOP2Y at a distorted geometry, with ωB97M-V with the def2-TZVPD basis set.

Output
HOMO = -13.30 eV
spin multiplicity = 1
charge = +2
calculated total energy = -53248.4242 eV

Last column: natural (NBO) charge in e.
Positions of all 46 atoms, in Å:
I (0.241, -0.417, -5.282)  0.082
I (-0.471, 2.147, -4.434)  0.060
Y (-0.067, -0.295, -0.678)  1.705
P (-2.742, 0.310, -0.849)  0.725
C (-3.691, 1.854, -0.441)  -0.931
C (-3.278, -0.234, -2.523)  -0.930
H (-4.362, -0.404, -2.590)  0.278
H (-4.467, -1.087, 0.260)  0.274
H (-2.767, -1.183, -2.753)  0.241
H (-2.923, -1.944, 0.091)  0.240
H (-3.441, 2.679, -1.143)  0.262
H (-2.986, 0.505, -3.284)  0.266
C (-3.385, -0.971, 0.320)  -0.916
H (-4.804, 1.776, -0.448)  0.282
H (-3.135, -0.682, 1.351)  0.275
H (-3.429, 2.208, 0.581)  0.266
P (2.587, 0.395, -0.848)  0.727
C (3.476, 1.971, -0.422)  -0.931
C (3.280, -0.881, 0.301)  -0.911
H (2.659, -1.092, -2.760)  0.241
H (4.228, -0.270, -2.596)  0.277
H (2.832, 0.595, -3.294)  0.264
C (3.141, -0.129, -2.526)  -0.929
H (2.810, -1.853, 0.083)  0.239
H (4.354, -1.013, 0.194)  0.272
H (4.591, 1.940, -0.429)  0.281
H (3.199, 2.308, 0.600)  0.265
H (3.074, -0.603, 1.344)  0.276
H (3.195, 2.792, -1.119)  0.263
C (-0.161, 2.054, -0.497)  0.445
O (-0.216, 3.214, -0.345)  -0.367
C (0.568, 1.601, 2.865)  -0.635
C (0.307, 0.152, 2.718)  0.118
C (0.292, -0.832, 3.706)  -0.253
C (0.069, -2.079, 3.054)  -0.241
C (-0.037, -1.850, 1.702)  0.019
C (-0.213, -2.883, 0.620)  -0.621
N (0.090, -0.461, 1.487)  -0.790
H (1.541, 1.765, 3.338)  0.244
H (-0.218, 2.077, 3.488)  0.249
H (0.584, 2.090, 1.882)  0.186
H (0.435, -0.616, 4.730)  0.242
H (0.008, -3.053, 3.540)  0.242
H (0.651, -3.573, 0.647)  0.272
H (-1.131, -3.464, 0.813)  0.273
H (-0.291, -2.565, -0.455)  0.103

Entry 2:
Computed, not measured: a cluster of 2 separate species, C13H26N2O3S in total at a distorted geometry, with ωB97M-V with the def2-TZVPD basis set.

Output
HOMO = -3.69 eV
spin multiplicity = 1
energy relative to the best compared isomer or geometry (same formula, charge and spin) = 13.266 eV
calculated total energy = -33848.6752 eV

Last column: natural (NBO) charge in e.
Positions of all 45 atoms, in Å:
O (-0.623, 3.131, 3.081)  -0.572
C (-0.044, 2.775, 1.907)  0.614
O (0.282, 3.762, 0.832)  -0.577
C (1.643, 4.244, 1.228)  -0.121
C (2.262, 5.364, 0.202)  -0.459
C (3.236, 6.448, 0.994)  -0.476
N (3.861, 5.843, 2.233)  -0.494
C (5.088, 5.277, 1.864)  0.226
S (6.780, 4.945, 1.915)  -0.178
H (0.300, 1.658, 1.674)  0.135
H (1.523, 4.623, 2.347)  0.210
H (2.434, 3.360, 1.284)  0.167
H (2.874, 4.932, -0.697)  0.191
H (1.352, 5.987, -0.245)  0.205
H (2.462, 7.252, 1.416)  0.127
C (-0.752, -0.584, -2.315)  -0.652
C (-1.524, -1.848, -1.968)  -0.210
N (-0.692, -2.977, -1.329)  -0.220
C (0.270, -3.518, -2.436)  -0.397
C (-1.602, -4.184, -0.986)  -0.205
C (-2.613, -3.975, 0.129)  -0.641
C (0.234, -2.542, -0.160)  -0.236
C (-0.399, -1.853, 1.065)  -0.090
O (-0.945, -0.577, 0.742)  -0.552
C (-2.268, -0.361, 1.205)  -0.251
H (0.023, -0.761, -3.063)  0.214
H (-1.445, 0.155, -2.734)  0.258
H (-0.280, -0.113, -1.451)  0.255
H (-1.959, -2.261, -2.889)  0.217
H (-2.356, -1.624, -1.303)  0.227
H (-0.337, -3.851, -3.285)  0.229
H (0.830, -4.355, -2.015)  0.227
H (0.949, -2.723, -2.733)  0.238
H (-0.945, -5.023, -0.730)  0.223
H (-2.137, -4.437, -1.908)  0.223
H (-2.151, -4.089, 1.111)  0.221
H (-3.373, -4.762, 0.077)  0.251
H (-3.136, -3.020, 0.076)  0.227
H (0.980, -1.866, -0.598)  0.241
H (0.756, -3.446, 0.171)  0.229
H (0.413, -1.666, 1.776)  0.220
H (-1.100, -2.489, 1.595)  0.190
H (-2.554, -1.020, 2.029)  0.180
H (-2.956, -0.508, 0.370)  0.155
H (-2.360, 0.678, 1.527)  0.229

Entry 3:
Computed, not measured: the ion C13H26N5S2 with charge +1 at a distorted geometry, with ωB97M-V with the def2-TZVPD basis set.

Output
structure (SMILES) = CCCCN(CCCCc1nn[nH][nH+]1)C(=S)SCCC
HOMO = -10.30 eV
spin multiplicity = 1
charge = +1
calculated total energy = -43014.2858 eV

Last column: natural (NBO) charge in e.
Positions of all 46 atoms, in Å:
C (3.307, -1.157, 1.653)  -0.608
C (3.162, -2.092, 0.432)  -0.413
C (1.665, -2.412, 0.189)  -0.411
C (1.034, -1.829, -1.106)  -0.224
N (0.271, -0.580, -0.824)  -0.475
C (-0.967, -0.454, -1.614)  -0.208
C (-2.208, -0.501, -0.667)  -0.424
C (-2.967, 0.851, -0.569)  -0.392
C (-4.474, 0.655, -0.876)  -0.476
C (-5.144, -0.022, 0.270)  0.439
N (-4.631, -0.260, 1.467)  -0.217
N (-5.561, -0.906, 2.137)  0.107
N (-6.562, -1.058, 1.404)  -0.095
N (-6.365, -0.511, 0.192)  -0.316
C (1.017, 0.588, -0.828)  -0.080
S (0.307, 1.979, -0.266)  -0.151
S (2.649, 0.664, -1.458)  0.320
C (3.371, 2.235, -0.914)  -0.531
C (3.381, 2.455, 0.628)  -0.410
C (4.787, 2.456, 1.221)  -0.614
H (4.195, -0.526, 1.620)  0.214
H (3.241, -1.736, 2.575)  0.212
H (2.453, -0.470, 1.675)  0.193
H (3.632, -3.038, 0.720)  0.206
H (3.691, -1.748, -0.453)  0.214
H (1.488, -3.489, 0.228)  0.213
H (1.084, -1.998, 1.017)  0.211
H (0.287, -2.566, -1.411)  0.202
H (1.739, -1.748, -1.939)  0.205
H (-0.971, 0.473, -2.187)  0.214
H (-1.069, -1.253, -2.352)  0.207
H (-1.831, -0.741, 0.327)  0.243
H (-2.870, -1.333, -0.940)  0.183
H (-2.578, 1.495, -1.355)  0.236
H (-2.861, 1.314, 0.408)  0.242
H (-4.985, 1.568, -1.190)  0.264
H (-4.544, -0.040, -1.722)  0.242
H (-7.415, -1.547, 1.663)  0.460
H (-7.018, -0.495, -0.584)  0.473
H (2.833, 3.073, -1.359)  0.243
H (4.393, 2.240, -1.297)  0.239
H (2.773, 1.653, 1.045)  0.213
H (2.843, 3.366, 0.882)  0.220
H (5.399, 1.612, 0.898)  0.204
H (5.306, 3.381, 0.949)  0.209
H (4.714, 2.454, 2.311)  0.218

Entry 4:
Computed, not measured: the molecule C13H26O2Si3 at a distorted geometry, with ωB97M-V with the def2-TZVPD basis set.

Output
structure (SMILES) = C[Si](C)(C)O[Si](C)(C)O[Si](C)(C)c1ccccc1
HOMO = -9.12 eV
spin multiplicity = 1
energy relative to the best compared isomer or geometry (same formula, charge and spin) = 0.000 eV
calculated total energy = -41636.9936 eV

Last column: natural (NBO) charge in e.
Positions of all 44 atoms, in Å:
O (-0.595, 0.785, 0.466)  -1.267
O (1.906, 1.842, 0.572)  -1.253
C (-2.623, -2.597, -3.198)  -0.209
C (-3.501, -1.794, -2.570)  -0.210
C (-1.396, -2.833, -2.554)  -0.197
C (-3.185, -1.107, -1.334)  -0.196
C (-1.065, -2.182, -1.366)  -0.208
C (-1.970, -1.343, -0.720)  -0.480
C (-0.307, 3.529, 0.926)  -1.205
C (0.388, 1.555, 3.119)  -1.166
C (-3.045, 0.019, 1.914)  -1.145
C (-0.352, -1.614, 1.967)  -1.163
C (3.818, -0.564, 0.352)  -1.133
C (3.759, 1.636, -1.676)  -1.154
C (1.548, 0.040, -1.607)  -1.140
Si (0.324, 1.913, 1.274)  2.170
Si (-1.496, -0.545, 0.929)  1.916
Si (2.769, 0.785, -0.444)  1.919
H (-2.878, -3.222, -4.085)  0.217
H (-4.356, -1.525, -3.153)  0.208
H (-0.622, -3.545, -2.963)  0.212
H (-3.707, -0.202, -1.142)  0.210
H (-0.236, -2.609, -0.806)  0.209
H (-1.270, 3.600, 1.423)  0.240
H (0.201, 4.360, 1.378)  0.253
H (-0.441, 3.717, -0.120)  0.254
H (1.191, 0.869, 3.282)  0.244
H (0.484, 2.413, 3.811)  0.250
H (-0.490, 1.027, 3.457)  0.233
H (-2.851, 0.100, 3.005)  0.242
H (-3.192, 1.016, 1.435)  0.240
H (-4.010, -0.519, 1.796)  0.254
H (0.569, -2.010, 1.552)  0.247
H (-0.920, -2.550, 2.040)  0.241
H (-0.117, -1.171, 2.930)  0.245
H (3.248, -1.484, 0.492)  0.236
H (4.193, -0.145, 1.317)  0.239
H (4.616, -0.791, -0.362)  0.240
H (4.360, 0.893, -2.259)  0.243
H (4.376, 2.388, -1.182)  0.234
H (3.066, 2.145, -2.270)  0.236
H (0.773, -0.459, -1.129)  0.238
H (1.934, -0.643, -2.299)  0.228
H (1.105, 0.824, -2.195)  0.230

Repeat the fourth record exactly.
Computed, not measured: the molecule C13H26O2Si3 at a distorted geometry, with ωB97M-V with the def2-TZVPD basis set.

Output
structure (SMILES) = C[Si](C)(C)O[Si](C)(C)O[Si](C)(C)c1ccccc1
HOMO = -9.12 eV
spin multiplicity = 1
energy relative to the best compared isomer or geometry (same formula, charge and spin) = 0.000 eV
calculated total energy = -41636.9936 eV

Last column: natural (NBO) charge in e.
Positions of all 44 atoms, in Å:
O (-0.595, 0.785, 0.466)  -1.267
O (1.906, 1.842, 0.572)  -1.253
C (-2.623, -2.597, -3.198)  -0.209
C (-3.501, -1.794, -2.570)  -0.210
C (-1.396, -2.833, -2.554)  -0.197
C (-3.185, -1.107, -1.334)  -0.196
C (-1.065, -2.182, -1.366)  -0.208
C (-1.970, -1.343, -0.720)  -0.480
C (-0.307, 3.529, 0.926)  -1.205
C (0.388, 1.555, 3.119)  -1.166
C (-3.045, 0.019, 1.914)  -1.145
C (-0.352, -1.614, 1.967)  -1.163
C (3.818, -0.564, 0.352)  -1.133
C (3.759, 1.636, -1.676)  -1.154
C (1.548, 0.040, -1.607)  -1.140
Si (0.324, 1.913, 1.274)  2.170
Si (-1.496, -0.545, 0.929)  1.916
Si (2.769, 0.785, -0.444)  1.919
H (-2.878, -3.222, -4.085)  0.217
H (-4.356, -1.525, -3.153)  0.208
H (-0.622, -3.545, -2.963)  0.212
H (-3.707, -0.202, -1.142)  0.210
H (-0.236, -2.609, -0.806)  0.209
H (-1.270, 3.600, 1.423)  0.240
H (0.201, 4.360, 1.378)  0.253
H (-0.441, 3.717, -0.120)  0.254
H (1.191, 0.869, 3.282)  0.244
H (0.484, 2.413, 3.811)  0.250
H (-0.490, 1.027, 3.457)  0.233
H (-2.851, 0.100, 3.005)  0.242
H (-3.192, 1.016, 1.435)  0.240
H (-4.010, -0.519, 1.796)  0.254
H (0.569, -2.010, 1.552)  0.247
H (-0.920, -2.550, 2.040)  0.241
H (-0.117, -1.171, 2.930)  0.245
H (3.248, -1.484, 0.492)  0.236
H (4.193, -0.145, 1.317)  0.239
H (4.616, -0.791, -0.362)  0.240
H (4.360, 0.893, -2.259)  0.243
H (4.376, 2.388, -1.182)  0.234
H (3.066, 2.145, -2.270)  0.236
H (0.773, -0.459, -1.129)  0.238
H (1.934, -0.643, -2.299)  0.228
H (1.105, 0.824, -2.195)  0.230

What is the HOMO in the fourth record?
-9.12 eV